Entry 1:
Here is a 2-piece molecular cluster, C5H9N2 overall in a non-equilibrium geometry from OMol25. Energies are from ωB97M-V/def2-TZVPD.

Properties
lowest unoccupied orbital energy = -3.90 eV
relative energy (zero: lowest compared OMol25 entry of this formula, charge and spin) = 6.4627 eV
2S+1 = 1
Kohn-Sham gap = 0.3770 Ha
net charge = +1
total energy = -8299.270 eV

Each line ends with the Löwdin charge.
Atoms and positions in Å:
C1 -3.0366 -0.0414 0.0305  -0.039
C2 -3.4458 -1.0935 -0.2419  0.007
C3 0.1033 1.4086 -0.1033  -0.156
C4 2.2896 0.6341 0.3212  0.005
C5 0.3865 -0.9863 0.0456  0.073
N1 -0.6047 2.2857 0.0428  0.271
N2 1.0476 0.3321 -0.3452  -0.126
H1 -2.9252 1.0200 0.2359  0.031
H2 -3.6057 -2.1001 -0.5644  0.039
H3 3.0319 -0.1962 -0.0916  0.177
H4 2.6234 1.6725 0.2611  0.124
H5 2.1714 0.6001 1.4064  0.120
H6 0.5007 -1.0320 1.1245  0.121
H7 -0.6145 -0.9899 -0.3916  0.081
H8 0.9305 -1.8158 -0.4483  0.129
H9 1.1474 0.3021 -1.2816  0.141

Atomic forces in eV per Å
0.919 5.346 1.188
-0.730 -4.683 -1.370
1.379 -1.623 -0.516
3.339 -1.573 0.685
0.699 -0.679 -0.542
-0.577 0.703 0.223
-3.538 1.559 3.639
0.129 -0.824 -0.020
-0.353 0.151 0.186
-1.164 2.136 1.209
-0.015 -0.198 -1.221
-0.256 -0.886 -0.090
-0.595 -0.238 -0.035
-0.101 0.171 0.650
0.085 0.613 0.399
0.778 0.023 -4.387

=====

Entry 2:
Here is an isolated ion of composition C5H9N2 and charge +1 in a non-equilibrium geometry from OMol25. Energies are from ωB97M-V/def2-TZVPD.

Properties
lowest unoccupied orbital energy = -5.03 eV
relative energy (zero: lowest compared OMol25 entry of this formula, charge and spin) = 8.2698 eV
2S+1 = 1
Kohn-Sham gap = 0.3283 Ha
net charge = +1
total energy = -8297.462 eV

Each line ends with the Löwdin charge.
Atoms and positions in Å:
C1 -2.1057 -1.6306 0.1542  -0.289
C2 -2.7702 -2.3972 1.0246  0.275
C3 -0.5545 -1.8271 0.2021  -0.127
C4 -0.3452 -0.5345 -0.6003  -0.262
C5 1.0857 1.5156 0.3745  -0.025
N1 -1.7654 -0.4186 -0.9518  0.099
N2 -0.1144 0.6810 0.3357  0.027
H1 0.0072 -2.0867 1.1802  0.152
H2 -0.3826 -2.7203 -0.4671  0.141
H3 0.3016 -0.6034 -1.4024  0.136
H4 2.0261 0.8255 0.2391  0.143
H5 1.1287 2.3977 -0.3771  0.138
H6 1.0859 2.0254 1.3732  0.115
H7 -2.0334 -0.8174 -1.8626  0.129
H8 -0.8544 1.3368 0.2331  0.149
H9 -0.4042 0.2890 1.2782  0.199

Atomic forces in eV per Å
0.857 1.486 -0.483
0.712 1.628 -1.638
1.057 -2.095 0.569
-2.241 -0.315 1.889
3.295 0.575 0.045
-1.736 -2.643 1.895
-0.922 -1.344 1.176
-0.983 0.852 -1.453
0.226 1.093 0.527
1.674 0.496 -1.418
-1.765 1.585 0.407
-0.506 -1.987 0.827
0.302 -0.679 -0.811
0.380 0.352 0.327
-1.443 0.497 -0.984
1.095 0.498 -0.875